1.
A molecular structure, C20H18N3O3PtS in a non-equilibrium geometry, computed with ωB97M-V/def2-TZVPD.

Structure (XYZ):
```
46
Properties=species:S:1:pos:R:3:forces:R:3:nbo_charge:R:1
Pt 0.061396 -0.047411 -0.036576 0.15 -1.29 -0.16 0.86
S 0.588564 -2.911332 -1.300426 -0.14 -0.16 -0.47 1.20
O -0.031529 -2.156926 -0.109676 -0.20 0.38 0.26 -0.98
O -1.148298 6.620284 0.073901 0.23 0.33 0.00 -0.70
O 1.156178 6.639796 0.115264 -0.24 0.32 -0.01 -0.70
N -1.929963 0.223129 -0.056697 -0.59 0.39 -0.03 -0.45
N 2.059099 0.250294 0.021967 0.56 0.48 0.05 -0.45
N 0.045563 1.852681 -0.010775 0.03 0.75 0.26 -0.43
C -1.559930 -4.180217 -2.296191 0.03 0.00 -0.07 -0.41
C -3.607340 1.921672 -0.048791 0.22 0.23 0.02 -0.20
C 1.238392 3.881137 0.072283 0.03 -0.72 -0.02 -0.20
C 0.007599 6.205294 0.088015 0.03 -1.49 0.00 0.79
C 0.022329 4.544780 0.062650 -0.02 1.57 0.02 -0.02
C 2.370300 1.581473 0.048347 0.45 -0.49 -0.04 0.17
C -1.183555 3.862331 0.030884 0.00 -0.73 -0.02 -0.20
C -1.147853 2.479219 -0.002299 0.48 0.38 -0.04 0.22
C -2.890294 -0.704117 -0.080418 0.17 -0.28 0.03 0.07
C -4.230286 -0.385723 -0.099285 -0.17 0.32 0.01 -0.24
C -2.274231 1.543678 -0.035444 -0.40 -0.47 -0.05 0.17
C -0.398247 -4.443612 -1.347754 0.00 0.17 0.07 -0.57
C 4.708714 1.063152 0.101711 0.02 -0.36 0.01 -0.11
C 1.227139 2.496893 0.037725 -0.51 0.39 -0.06 0.22
C -0.964929 -3.386938 -3.454235 -0.06 -0.07 0.07 -0.42
C -0.203269 -2.232570 -2.814842 0.21 -0.21 -0.02 -0.58
C 3.052557 -0.644054 0.056576 -0.22 -0.20 0.02 0.08
C 3.691926 1.997231 0.087936 -0.26 0.24 0.01 -0.20
C -4.594846 0.955821 -0.083911 0.01 -0.33 0.00 -0.11
C 4.382191 -0.287238 0.088541 0.16 0.31 0.01 -0.23
H 0.569293 -1.807981 -3.453676 0.01 0.05 0.07 0.26
H 3.913923 3.054854 0.112481 -0.02 0.00 -0.01 0.25
H -2.115096 4.411971 0.032644 0.10 0.23 0.01 0.27
H -2.326595 -3.589364 -1.790114 -0.03 -0.03 -0.02 0.21
H 0.248778 -5.247285 -1.699699 0.07 0.06 0.00 0.25
H -1.727444 -3.025459 -4.143020 0.05 0.05 -0.01 0.25
H -4.975490 -1.166881 -0.120034 0.03 -0.04 0.01 0.25
H -2.549753 -1.731340 -0.071465 0.05 0.03 0.00 0.22
H 2.760530 -1.683036 0.071106 -0.07 -0.04 -0.02 0.22
H -2.014379 -5.112215 -2.628863 -0.01 -0.01 0.05 0.25
H -5.638619 1.237741 -0.093670 0.01 0.04 0.00 0.25
H 2.160160 4.445955 0.107402 -0.11 0.23 0.00 0.27
H -3.861319 2.972182 -0.028650 0.01 0.00 -0.01 0.25
H -0.860317 -1.438240 -2.460920 0.00 0.02 0.07 0.25
H 5.743545 1.374762 0.132496 -0.01 0.04 -0.01 0.25
H -0.680738 -4.629453 -0.312698 0.06 -0.06 0.02 0.27
H -0.273829 -4.016521 -4.018855 -0.05 0.00 -0.05 0.22
H 5.146470 -1.049719 0.109252 -0.03 -0.03 0.01 0.25
```
Forces are in eV/Å.

* orbital gap: 0.2145 Ha
* total charge: +1
* 2S+1: 1
* E: -1680.22976 hartree
* ΔE to the lowest compared entry with this formula, charge and spin: 14.99 kJ/mol

2.
C20H18N4O3S in the gas phase in a non-equilibrium geometry, computed with ωB97M-V/def2-TZVPD.

Structure (XYZ):
```
46
Properties=species:S:1:pos:R:3:forces:R:3:nbo_charge:R:1
S -4.324668 1.384109 -0.075414 0.19 -0.05 0.09 0.27
O -7.376996 -0.261058 0.278481 -0.38 0.15 -0.31 -0.61
O 2.191698 2.521892 0.291139 0.19 0.11 0.09 -0.62
O -0.666873 -0.904018 -1.877204 -0.09 0.51 0.16 -0.41
N 2.362096 0.249650 0.249218 -0.25 -0.27 -0.02 -0.63
N -1.883512 1.965286 -0.879325 -0.13 0.14 -0.05 -0.58
N -5.940973 -0.782092 1.934218 -0.02 -0.16 0.47 -0.82
N -3.088032 -1.236626 2.405011 0.26 -0.07 0.02 -0.39
C -2.575896 1.097872 -0.092300 -0.48 -0.34 0.37 0.15
C -0.460917 -2.031779 -2.578668 0.25 -0.89 -0.05 0.10
C 4.594279 1.058072 0.874399 -0.12 0.20 0.01 -0.27
C -1.908901 0.183051 0.656342 0.58 0.85 -0.79 -0.29
C 0.053937 -3.006264 -1.783467 -0.21 0.25 -0.51 -0.31
C -2.545300 -0.600960 1.610104 -0.61 -0.42 0.72 0.33
C 4.206803 -1.257215 0.349057 -0.07 0.06 -0.01 -0.27
C -0.023848 3.420094 -1.349236 0.17 0.02 -0.02 -0.66
C 6.404263 -0.525542 0.967684 0.14 0.00 0.03 -0.23
C -0.277987 -1.146864 -0.606524 0.43 -0.66 0.74 0.26
C -6.248032 -0.443378 0.671962 0.44 -0.08 0.05 0.65
C 0.172906 -2.431736 -0.493761 -0.18 0.66 0.07 -0.31
C 5.925592 0.765578 1.109230 0.06 -0.15 -0.01 -0.19
C -0.425778 -0.047652 0.409203 -0.30 -0.08 -0.56 -0.27
C 0.220168 1.240206 -0.073944 -0.43 0.14 0.15 -0.19
C 3.723460 0.043288 0.489965 0.40 0.05 0.09 0.23
C -0.519963 2.160766 -0.724128 0.50 -0.17 0.13 0.28
C -5.042677 -0.293618 -0.256222 0.01 0.28 -0.26 -0.61
C 5.538050 -1.537008 0.586185 -0.01 -0.01 0.00 -0.19
C 1.673680 1.427446 0.171608 -0.06 0.07 -0.11 0.67
H 0.531710 -2.910394 0.395393 0.05 -0.03 0.25 0.24
H 0.315131 -4.003921 -2.069342 0.03 -0.20 -0.15 0.23
H 4.226154 2.063994 0.982435 -0.01 0.01 -0.01 0.25
H 5.899972 -2.548252 0.472771 0.02 -0.08 -0.01 0.21
H 6.594694 1.558954 1.407217 0.05 0.07 0.02 0.21
H 3.531203 -2.047690 0.050082 -0.07 -0.07 -0.04 0.21
H -0.716297 -2.014060 -3.619109 -0.06 0.10 -0.14 0.21
H -0.275923 3.429462 -2.409479 -0.08 0.01 -0.09 0.22
H -4.997246 -0.975702 2.247600 -0.18 0.04 -0.11 0.42
H 7.444915 -0.744470 1.152923 0.09 -0.02 0.01 0.21
H 1.857991 -0.594954 0.012645 0.01 0.15 -0.04 0.41
H -0.498458 4.278726 -0.875474 -0.03 0.09 0.02 0.23
H -2.412013 2.657250 -1.390506 0.05 -0.12 0.01 0.42
H 0.037919 -0.383695 1.343945 -0.03 0.01 -0.19 0.25
H -5.378934 -0.375086 -1.289700 -0.01 -0.13 0.17 0.25
H -4.269643 -1.024595 -0.038872 -0.04 -0.06 -0.05 0.25
H -6.696806 -0.890877 2.590443 -0.01 0.04 -0.08 0.40
H 1.049047 3.513804 -1.226587 -0.08 0.04 -0.05 0.28
```
Forces are in eV/Å.

* orbital gap: 0.3074 Ha
* SMILES: CC1=C(C(=O)Nc2ccccc2)[C@H](c2ccco2)C(C#N)=C(SCC(N)=O)N1
* 2S+1: 1
* E: -1615.88792 hartree
* ΔE to the lowest compared entry with this formula, charge and spin: 69.59 kJ/mol

3.
A molecular structure, C20H18N8NiS, computed with ωB97M-V/def2-TZVPD.

Structure (XYZ):
```
48
Properties=species:S:1:pos:R:3:forces:R:3:nbo_charge:R:1
Ni -0.405888 1.762778 -0.551927 -0.06 -0.38 0.31 1.35
S -0.492018 0.709905 -2.632381 0.11 0.47 0.03 -0.32
N 0.146678 -5.929325 4.042841 -0.01 0.23 -0.12 -0.35
N -0.281793 0.220809 0.635186 -0.01 -0.01 -0.10 -0.58
N -2.397144 1.562326 0.030304 -0.01 0.14 -0.15 -0.52
N 4.318934 1.071472 0.062487 -0.10 0.02 0.02 -0.30
N -0.707432 3.123951 -3.783124 0.00 -0.16 0.05 -0.77
N -4.967208 0.748282 0.648590 0.12 0.03 -0.01 -0.30
N 1.290251 2.048671 -4.094831 0.07 -0.08 -0.03 -0.54
N 1.644562 1.734271 -0.165614 -0.04 0.15 -0.20 -0.52
C 1.039623 -1.480852 1.579710 0.01 -0.06 0.06 -0.22
C 1.204277 -4.070595 2.962794 0.04 0.00 0.00 -0.22
C 2.020100 0.567713 0.392072 -0.09 -0.06 0.07 0.14
C -1.352771 -1.569887 1.720239 0.01 -0.06 0.06 -0.24
C -4.738570 1.899914 0.033503 -0.08 -0.09 0.06 0.03
C 3.364715 0.247441 0.483107 0.18 0.05 0.00 0.05
C -2.616936 0.399994 0.674592 0.12 -0.04 0.04 0.11
C 1.848460 3.084835 -4.964221 -0.04 -0.05 -0.03 -0.45
C -3.910539 0.008257 0.971548 -0.20 0.02 0.01 0.04
C 2.597452 2.573003 -0.564416 -0.05 0.01 0.01 0.03
C -1.162126 -4.131775 3.150744 -0.04 0.00 0.02 -0.22
C -0.022749 -3.463383 2.713291 0.00 0.11 -0.05 -0.10
C 0.081523 2.062470 -3.574456 -0.09 0.03 -0.17 0.36
C 3.939350 2.239291 -0.438353 0.08 -0.08 0.04 0.02
C 1.235679 -5.288565 3.624012 -0.07 -0.13 0.07 0.06
C -0.112676 -2.163021 2.000490 -0.01 -0.01 -0.01 0.19
C 0.915822 -0.293101 0.893253 0.10 0.09 -0.05 0.19
C -3.449743 2.312223 -0.281522 0.05 0.00 0.01 0.03
C -1.026229 -5.347221 3.803335 0.08 -0.13 0.06 0.06
C -1.399880 -0.374392 1.035386 -0.12 0.06 -0.01 0.28
H 4.715310 2.926045 -0.752612 -0.01 0.00 0.00 0.24
H 2.290641 3.525625 -0.976477 0.00 -0.02 -0.04 0.22
H 1.805679 1.190214 -3.971032 0.05 0.02 0.05 0.44
H -2.158850 -3.741830 3.005002 0.00 -0.02 0.02 0.21
H -1.682622 3.018659 -3.556698 -0.01 0.02 0.00 0.43
H 3.690530 -0.696322 0.901391 0.00 0.00 0.00 0.23
H -4.112359 -0.923882 1.483701 0.00 0.00 -0.01 0.22
H -1.904666 -5.877683 4.150769 0.00 0.00 0.00 0.22
H 2.183926 -5.771857 3.826352 0.00 0.00 0.00 0.22
H 2.020428 -1.870689 1.800088 -0.02 -0.02 -0.02 0.24
H 1.391129 3.055563 -5.953788 -0.02 0.00 0.00 0.23
H 2.143795 -3.632660 2.659152 0.00 -0.02 0.01 0.21
H -2.269868 -2.036755 2.041348 0.01 -0.02 -0.01 0.24
H -3.269508 3.256053 -0.779018 0.00 -0.01 -0.02 0.22
H 2.914163 2.908667 -5.069847 0.00 -0.02 -0.01 0.25
H 1.709104 4.070541 -4.521177 0.02 0.00 0.03 0.22
H -5.594661 2.512485 -0.219517 0.01 0.00 0.00 0.24
H -0.475898 3.822332 -4.474276 0.02 0.02 0.01 0.42
```
Forces are in eV/Å.

* orbital gap (alpha / beta): 0.2690 / 0.2443 Ha
* total charge: +2
* 2S+1: 3
* E: -3117.02122 hartree